1.
53
Properties=species:S:1:pos:R:3 method="wB97M-V/def2-TZVPD" multiplicity=1 smiles="CC(C)=CCN1CCN(Cc2cccn2-c2nccs2)C[C@@H]1CCO" relative_energy_kcal_mol=58.0 orbital_gap_ha=0.324 homo_energy_ha=-0.3050 fmax_ha_per_bohr=0.0276
C 3.4430 -3.1870 -1.4662
C 2.1853 -3.7880 -0.9075
C 2.3805 -5.1124 -0.2291
C 0.9807 -3.2402 -1.0120
C 0.6141 -1.9579 -1.6939
N -0.3060 -1.1943 -0.8573
C 0.3725 -0.7838 0.3602
C -0.5952 -0.1064 1.3161
N -1.1325 1.0740 0.6704
C -1.9695 1.8753 1.5488
C -1.2132 2.3483 2.7405
C -1.4748 2.1139 4.0620
C -0.4955 2.7897 4.8263
C 0.3338 3.4160 3.9495
N -0.0934 3.1487 2.6697
C 0.5432 3.6761 1.5756
N 1.3818 4.6518 1.6895
C 1.9028 5.0144 0.4965
C 1.4512 4.3084 -0.5681
S 0.3310 3.0912 -0.0656
C -1.8258 0.6767 -0.5363
C -0.8682 -0.0193 -1.5114
C -1.6125 -0.3489 -2.8117
C -2.6561 -1.4605 -2.6605
O -3.0676 -1.9732 -3.9073
H 4.3043 -3.5072 -0.8841
H 3.5915 -3.5162 -2.4950
H 3.4076 -2.1007 -1.4626
H 3.0269 -4.9986 0.6413
H 1.4330 -5.5346 0.0945
H 2.8626 -5.8139 -0.9093
H 0.1277 -3.7526 -0.5871
H 0.1052 -2.2160 -2.6249
H 1.5073 -1.3634 -1.9482
H 0.7956 -1.6732 0.8309
H 1.1965 -0.0809 0.1362
H -0.0701 0.1892 2.2268
H -1.3998 -0.8111 1.5855
H -2.3267 2.7325 0.9645
H -2.8499 1.3131 1.9040
H -2.2847 1.5244 4.4444
H -0.4215 2.8027 5.8952
H 1.1962 4.0306 4.1044
H 2.6145 5.8193 0.4707
H 1.7130 4.4148 -1.6008
H -2.2286 1.5730 -1.0148
H -2.6580 -0.0055 -0.2993
H -0.0637 0.7047 -1.7546
H -0.9001 -0.6545 -3.5804
H -2.0969 0.5652 -3.1671
H -3.5258 -1.0950 -2.0981
H -2.2246 -2.3039 -2.1201
H -3.4412 -1.2548 -4.4299

***

2.
76
Properties=species:S:1:pos:R:3 method="wB97M-V/def2-TZVPD" multiplicity=1 total_charge=-1 orbital_gap_ha=0.271 homo_energy_ha=-0.2126 fmax_ha_per_bohr=0.1376
O 1.9803 -1.8803 3.0055
C 2.1432 -2.7125 2.1683
F 3.3486 -2.9763 1.7063
N 1.0861 -3.4662 1.6021
C 0.5981 -4.5503 2.4381
O -0.2819 -4.3459 3.2073
S 1.3585 -6.2038 2.1388
O 0.4556 -6.8011 1.1913
O 2.6524 -6.0072 1.5297
N 1.3738 -7.1554 3.4367
S 2.0662 -6.5314 4.7653
O 2.2971 -7.6335 5.6726
O 1.3114 -5.5083 5.4262
P 4.0711 -5.7480 4.4092
S 4.2111 -3.8634 4.8821
H 0.3225 -2.8113 1.4976
H 4.5266 -6.0128 3.1054
H 4.9067 -6.4690 5.2900
O -0.0912 1.4736 1.9281
P 0.4937 2.8431 2.2093
N 1.2442 3.0729 0.6621
C 2.5293 3.6662 0.3764
C 0.3178 3.1816 -0.4628
N 1.6050 2.3083 3.4470
C 3.0295 2.1674 3.1998
C 1.1761 1.0883 4.1475
N 0.6924 4.4766 2.7121
C -0.0584 5.4908 1.9777
C 1.6405 5.0304 3.6538
H 2.5735 4.7520 0.5625
H 2.7881 3.5135 -0.6724
H 3.3395 3.1887 0.9204
H -0.2347 4.1309 -0.4625
H -0.4132 2.3717 -0.4296
H 0.8289 3.0971 -1.4221
H 3.2449 1.4378 2.4079
H 3.5350 1.8323 4.1083
H 3.5073 3.1177 2.9573
H 1.3686 0.1903 3.5614
H 0.1154 1.1248 4.3872
H 1.7124 0.9921 5.0952
H 0.4969 5.8536 1.1043
H -0.2875 6.3546 2.6038
H -1.0142 5.0937 1.6339
H 2.6073 5.2214 3.1779
H 1.7801 4.3951 4.5234
H 1.2811 5.9857 4.0504
O -2.2264 2.0107 -3.4198
P -2.7430 0.5891 -3.5124
N -1.2215 -0.1782 -3.8164
C -0.9376 -1.2666 -4.7239
C -0.2666 -0.1141 -2.7096
N -3.6927 0.8549 -4.9666
C -3.2592 0.3828 -6.2684
C -4.1328 2.2392 -5.1457
N -3.5887 -0.8714 -3.2099
C -3.2000 -1.6229 -2.0156
C -4.5231 -1.5804 -4.0576
H -1.3666 -2.2323 -4.4138
H 0.1398 -1.4118 -4.8093
H -1.2571 -1.0567 -5.7412
H -0.5623 -0.7606 -1.8743
H -0.1900 0.9060 -2.3308
H 0.7375 -0.4067 -3.0166
H -2.2982 0.8214 -6.5719
H -4.0011 0.6434 -7.0282
H -3.1920 -0.7037 -6.3165
H -3.3337 2.8820 -5.5315
H -4.4926 2.6624 -4.2110
H -4.9656 2.2712 -5.8545
H -2.3807 -2.3195 -2.2250
H -4.0319 -2.2040 -1.6174
H -2.8816 -0.9499 -1.2192
H -3.9995 -2.2148 -4.7794
H -5.1998 -0.9116 -4.5812
H -5.1686 -2.2332 -3.4627

***

3.
52
Properties=species:S:1:pos:R:3 method="wB97M-V/def2-TZVPD" multiplicity=1 total_charge=+1 smiles="CCCCCCCCCCCCCCn1[nH]nnc1=[NH2+]" relative_energy_kcal_mol=209.1 orbital_gap_ha=0.279 homo_energy_ha=-0.4575 fmax_ha_per_bohr=0.1248
C 4.8453 -2.1972 1.1138
C 3.4316 -1.3503 0.8698
C 2.9125 -0.5556 2.2222
C 1.8026 0.5849 1.7157
C 0.8988 1.1010 2.9825
C -0.6721 1.4163 2.6348
C -0.9071 2.8009 1.7547
C -0.9784 2.3157 0.1710
C -0.0836 3.2611 -0.8471
C 0.9481 2.2660 -1.6721
C 0.0733 1.4992 -2.8617
C 0.1154 -0.1582 -2.7093
C -1.2062 -0.5885 -1.8422
C -1.9189 -2.0053 -2.3732
N -3.2051 -2.1160 -1.5268
N -4.3719 -1.3994 -1.8064
N -5.3463 -1.6754 -0.8534
N -4.9005 -2.5767 0.1146
C -3.4678 -2.9114 -0.2631
N -2.5141 -3.8369 0.4634
H 4.5948 -3.1406 1.7971
H 5.6451 -1.5150 1.6737
H 5.2981 -2.5288 0.0858
H 3.7046 -0.5199 0.0590
H 2.5911 -2.0186 0.3824
H 2.2908 -1.3480 2.8482
H 3.7871 -0.0765 2.8550
H 1.1797 0.0372 0.8646
H 2.3645 1.4797 1.1618
H 1.3867 2.0313 3.5405
H 0.8953 0.2244 3.7910
H -1.1602 0.4939 2.0640
H -1.2588 1.5550 3.6504
H -0.1050 3.6333 1.9570
H -2.0000 3.1765 2.0529
H -2.0693 2.1974 -0.2382
H -0.4837 1.2429 0.1322
H 0.4474 4.1232 -0.2590
H -0.8286 3.7409 -1.6244
H 1.8224 2.9341 -2.1031
H 1.4655 1.4769 -0.9478
H 0.5808 1.8467 -3.8845
H -1.0395 1.9119 -2.7991
H 0.2463 -0.7077 -3.7343
H 1.0613 -0.3805 -2.0169
H -0.9489 -0.7922 -0.7062
H -2.0795 0.2041 -1.8431
H -1.1535 -2.8738 -2.1297
H -2.1424 -1.9539 -3.5279
H -4.5566 -0.7396 -2.5962
H -3.0886 -4.3880 1.1653
H -1.9028 -3.2007 1.0421

***

4.
12
Properties=species:S:1:pos:R:3 method="wB97M-V/def2-TZVPD" multiplicity=1 total_charge=-1 relative_energy_kcal_mol=10.2 orbital_gap_ha=0.329 homo_energy_ha=-0.1613 fmax_ha_per_bohr=0.0626
C -2.0761 -0.6235 -0.3135
N 0.3930 1.6622 0.3093
N 2.3477 -1.1401 -0.0463
N 0.8129 0.3366 0.4221
N 1.9547 0.0283 -0.1462
O -1.3843 -1.1962 0.5642
O -2.2107 0.6114 -0.4382
H 1.1273 2.2642 -0.0183
H -0.3268 1.6058 -0.3210
H -2.6618 -1.2437 -1.0919
H 1.7823 -1.8507 0.3824
H 0.2418 -0.4542 0.6975